# 1
{"formula": "C31H44AlAsN2O2PS", "method": "ωB97M-V with the def2-TZVPD basis set", "orbital_gap_ev": 7.98, "e_above_lowest_kj_mol": 96.99, "charge": 1, "species": ["Al", "C", "C", "C", "P", "C", "C", "C", "C", "C", "C", "C", "C", "C", "C", "N", "C", "C", "C", "C", "C", "C", "C", "C", "C", "H", "H", "H", "H", "H", "H", "H", "H", "H", "H", "H", "H", "H", "H", "H", "H", "H", "H", "H", "H", "H", "H", "H", "H", "H", "H", "H", "H", "H", "H", "H", "O", "C", "O", "C", "C", "C", "C", "C", "N", "H", "H", "H", "H", "C", "As", "C", "C", "S", "H", "H", "H", "H", "H", "H", "H", "H", "H"], "coordinates": [[0.396, -0.680, -0.149], [2.797, 3.171, -1.834], [2.604, 1.671, -1.603], [1.828, 1.091, -2.786], [1.752, 1.277, -0.006], [3.020, 1.387, 1.323], [3.773, 2.701, 1.512], [2.413, 0.927, 2.645], [0.324, 2.366, 0.084], [0.411, 3.740, 0.344], [-0.662, 4.591, 0.166], [-0.567, 6.062, 0.470], [-1.835, 4.029, -0.343], [-1.955, 2.680, -0.610], [-0.893, 1.793, -0.372], [-1.018, 0.409, -0.563], [-2.295, -0.143, -0.938], [-2.448, -0.694, -2.214], [-1.345, -0.625, -3.240], [-3.659, -1.285, -2.552], [-4.731, -1.337, -1.674], [-6.031, -1.990, -2.060], [-4.565, -0.763, -0.421], [-3.370, -0.169, -0.038], [-3.299, 0.440, 1.339], [3.368, 3.310, -2.753], [3.325, 3.683, -1.035], [1.831, 3.659, -1.969], [3.571, 1.166, -1.517], [0.825, 1.520, -2.825], [1.742, 0.008, -2.741], [2.337, 1.359, -3.712], [3.727, 0.622, 0.981], [3.115, 3.493, 1.869], [4.266, 3.034, 0.603], [4.548, 2.554, 2.265], [1.698, 1.664, 3.011], [3.195, 0.814, 3.398], [1.911, -0.037, 2.528], [1.356, 4.153, 0.676], [0.454, 6.345, 0.723], [-1.207, 6.333, 1.312], [-0.882, 6.662, -0.384], [-2.684, 4.673, -0.541], [-2.883, 2.293, -1.006], [-0.461, -1.172, -2.912], [-1.062, 0.412, -3.424], [-1.688, -1.051, -4.181], [-3.768, -1.710, -3.544], [-6.044, -2.246, -3.118], [-6.875, -1.332, -1.857], [-6.186, -2.908, -1.491], [-5.392, -0.772, 0.282], [-4.035, 1.241, 1.438], [-2.325, 0.869, 1.545], [-3.534, -0.305, 2.103], [3.256, -1.648, -0.665], [2.335, -2.279, -1.148], [1.123, -1.772, -1.271], [2.503, -3.681, -1.650], [3.773, -4.237, -1.654], [3.919, -5.536, -2.113], [2.794, -6.218, -2.539], [1.564, -5.571, -2.489], [1.411, -4.326, -2.056], [4.611, -3.650, -1.307], [4.894, -6.004, -2.137], [2.858, -7.233, -2.906], [0.662, -6.076, -2.814], [0.924, -2.151, 4.495], [-0.521, -1.571, 3.372], [-0.739, 0.326, 3.646], [-2.096, -2.450, 4.026], [-0.229, -2.288, 1.369], [0.693, -1.877, 5.524], [1.850, -1.677, 4.179], [1.020, -3.231, 4.407], [-1.756, 0.512, 3.984], [-0.554, 0.872, 2.725], [-0.027, 0.635, 4.410], [-2.340, -2.089, 5.024], [-1.908, -3.522, 4.050], [-2.910, -2.241, 3.336]]}

***

# 2
{"formula": "C19H31F12NO8P", "method": "ωB97M-V with the def2-TZVPD basis set", "orbital_gap_ev": 9.20, "e_above_lowest_kj_mol": 11.52, "charge": 1, "species": ["N", "C", "C", "C", "P", "H", "H", "H", "H", "H", "H", "H", "H", "H", "H", "H", "C", "C", "O", "C", "O", "C", "F", "F", "F", "H", "H", "H", "H", "H", "C", "C", "O", "C", "O", "C", "F", "F", "F", "H", "H", "H", "H", "H", "C", "C", "O", "C", "O", "C", "F", "F", "F", "H", "H", "H", "H", "H", "C", "C", "O", "C", "O", "C", "F", "F", "F", "H", "H", "H", "H", "H"], "coordinates": [[-1.470, 2.314, -1.130], [-1.573, 3.503, -1.975], [-2.314, 4.671, -1.341], [-3.814, 4.411, -1.024], [-4.557, 2.956, -1.766], [-2.158, 2.300, -0.384], [-0.572, 2.291, -0.656], [-2.036, 3.251, -2.941], [-0.560, 3.818, -2.217], [-2.252, 5.550, -1.987], [-1.826, 4.927, -0.399], [-4.447, 5.245, -1.341], [-3.995, 4.281, 0.049], [-4.158, 2.720, -3.075], [-5.941, 3.077, -1.801], [-4.299, 1.780, -1.070], [-0.209, -0.616, -0.276], [-1.284, -0.856, 0.752], [-0.722, -1.376, 1.983], [-0.201, -0.473, 2.791], [-0.188, 0.717, 2.649], [0.408, -1.172, 4.036], [1.184, -2.194, 3.675], [-0.574, -1.640, 4.813], [1.135, -0.313, 4.738], [0.315, -1.542, -0.515], [-0.666, -0.232, -1.187], [0.519, 0.111, 0.087], [-1.996, -1.611, 0.430], [-1.816, 0.063, 1.001], [3.834, -4.262, 4.256], [5.172, -4.909, 3.988], [5.026, -6.051, 3.104], [4.895, -5.775, 1.821], [4.898, -4.700, 1.295], [4.756, -7.094, 1.014], [3.843, -7.902, 1.556], [5.929, -7.739, 0.997], [4.399, -6.834, -0.237], [3.136, -4.982, 4.683], [3.961, -3.445, 4.967], [3.410, -3.854, 3.340], [5.613, -5.330, 4.888], [5.874, -4.213, 3.531], [-3.011, -2.026, -5.952], [-4.095, -1.369, -5.132], [-4.431, -2.178, -3.975], [-3.619, -2.102, -2.941], [-2.696, -1.355, -2.782], [-4.058, -3.127, -1.859], [-4.291, -4.324, -2.379], [-5.186, -2.686, -1.276], [-3.122, -3.236, -0.923], [-3.320, -3.025, -6.258], [-2.831, -1.435, -6.850], [-2.079, -2.094, -5.392], [-5.032, -1.293, -5.678], [-3.790, -0.382, -4.784], [4.224, 3.380, 1.971], [2.931, 4.008, 2.427], [2.468, 5.006, 1.463], [1.853, 4.552, 0.403], [1.580, 3.419, 0.113], [1.384, 5.725, -0.502], [2.264, 6.698, -0.636], [0.252, 6.235, 0.022], [1.089, 5.234, -1.708], [4.988, 4.141, 1.815], [4.575, 2.697, 2.745], [4.087, 2.812, 1.052], [3.050, 4.581, 3.342], [2.137, 3.273, 2.554]]}

***

Number 1: highest occupied orbital energy -0.3695 hartree. Number 2: highest occupied orbital energy -0.4562 hartree.